(1)
# C22H54N3OSSbV

A molecular structure, C22H54N3OSSbV (wB97M-V/def2-TZVPD, the OMol25 dataset).

Calculated values
- <S²>: 3.76
- Gap between HOMO and LUMO (alpha / beta): 8.885 / 8.997 eV
- LUMO (alpha / beta): -0.1786 / -0.1793 Ha

```
! wB97M-V def2-TZVPD RIJCOSX def2/J DEFGRID3
* xyz 2 4
V -7.6761 14.9306 -0.7224
N -5.5568 14.7005 -0.3746
C -4.8581 15.9402 0.0511
C -5.7558 16.7468 0.9467
N -7.1304 16.8896 0.3846
C -7.2660 18.0305 -0.5664
C -6.8416 17.6360 -1.9602
N -7.4998 16.3546 -2.3225
H -5.4956 14.0131 0.3664
H -5.0644 14.2521 -1.1421
H -4.5632 16.4813 -0.8449
H -3.9237 15.7127 0.5741
H -5.3014 17.7123 1.1836
H -5.8737 16.2263 1.9024
H -7.7328 17.1072 1.1711
H -6.7106 18.9177 -0.2346
H -8.3218 18.3115 -0.5802
H -5.7696 17.5070 -2.0472
H -7.1150 18.4208 -2.6677
H -7.0710 15.9657 -3.1573
H -8.4552 16.5624 -2.6218
C -11.9953 12.3513 3.8587
C -10.6950 12.7527 3.1534
C -10.8982 14.0644 2.3928
S -9.4673 14.9395 1.7584
O -8.7845 13.9870 0.7294
C -8.3518 14.9502 3.1895
C -7.3061 13.8279 3.1550
C -6.1683 14.0745 4.1371
H -11.8510 11.4374 4.4249
H -12.7988 12.1707 3.1464
H -12.3240 13.1242 4.5543
H -10.3628 11.9714 2.4624
H -9.8886 12.8716 3.8819
H -11.3682 14.8335 3.0107
H -11.5495 13.9582 1.5250
H -8.9974 14.9088 4.0708
H -7.8911 15.9425 3.2144
H -6.9184 13.7280 2.1382
H -7.8072 12.8807 3.3353
H -5.6073 14.9835 3.8818
H -5.4645 13.2436 4.1167
H -6.5180 14.1941 5.1631
C -5.4154 12.5792 -3.6657
C -6.8996 12.5396 -4.0574
C -7.1792 11.2658 -4.8688
C -7.2138 13.7487 -4.9374
Sb -8.0754 12.6747 -2.1694
C -7.6014 10.8484 -0.9680
C -7.3870 9.6002 -1.8277
C -6.3190 11.1613 -0.1853
C -8.7362 10.5881 0.0321
C -10.2340 12.8235 -2.6957
C -10.6100 11.9659 -3.9101
C -10.4742 14.3153 -2.9876
C -11.1037 12.4230 -1.4965
H -4.7941 12.5738 -4.5663
H -5.1146 11.7374 -3.0593
H -5.1677 13.5049 -3.1237
H -6.5785 11.2859 -5.7779
H -8.2211 11.1914 -5.1629
H -6.9284 10.3657 -4.3239
H -6.6580 13.6955 -5.8659
H -6.9290 14.7021 -4.4850
H -8.2631 13.8108 -5.2187
H -6.4650 9.6362 -2.4018
H -8.2066 9.4263 -2.5241
H -7.3338 8.7293 -1.1748
H -5.4627 11.4141 -0.8146
H -6.0279 10.3001 0.4089
H -6.4801 11.9854 0.5165
H -9.6209 10.1758 -0.4523
H -9.0527 11.4839 0.5838
H -8.4109 9.8404 0.7569
H -10.1054 12.2987 -4.8203
H -11.6797 12.0323 -4.0953
H -10.3701 10.9170 -3.7603
H -9.8629 14.7141 -3.7981
H -10.2740 14.9465 -2.1037
H -11.5231 14.4954 -3.2489
H -11.1249 11.3461 -1.3418
H -12.1280 12.7493 -1.6904
H -10.7943 12.8771 -0.5523
*
```

(2)
# C4H17NO3

4 unconnected molecules or ions with the total composition C4H17NO3 at a distorted geometry (wB97M-V/def2-TZVPD, the OMol25 dataset).

Calculated values
- Gap between HOMO and LUMO: 10.254 eV
- LUMO: 0.0290 Ha
- SMILES string: CCNCC.O.O.O

```
! wB97M-V def2-TZVPD RIJCOSX def2/J DEFGRID3
* xyz 0 1
C -2.6388 -1.2112 -0.5779
C -1.6014 -0.8364 0.4152
N -1.1131 0.5001 0.2816
C -0.3357 0.7901 1.4745
C 0.1986 2.1720 1.2659
H -3.0354 -2.2294 -0.3836
H -3.4740 -0.4814 -0.6429
H -2.3997 -1.2661 -1.6870
H -0.7890 -1.5753 0.4805
H -1.8448 -0.9591 1.5137
H -1.9126 1.1680 0.3485
H -0.8922 0.6146 2.4097
H 0.4716 0.0454 1.4851
H -0.7007 2.9134 1.3253
H 0.6965 2.1077 0.2773
H 0.9149 2.5910 2.1831
O 1.7141 -1.8200 0.6203
H 2.6530 -1.6208 0.3098
H 1.7222 -2.7460 0.5650
O 0.2983 0.6506 -1.8791
H -0.4686 0.4522 -1.2902
H 0.0451 0.2897 -2.6935
O 2.7194 0.0246 -1.2148
H 1.8035 0.4500 -1.1593
H 3.4119 0.4175 -0.6901
*
```

(3)
# C35H38AsBr2N4ORb

A molecular structure, C35H38AsBr2N4ORb at a distorted geometry (wB97M-V/def2-TZVPD, the OMol25 dataset).

Calculated values
- Gap between HOMO and LUMO: 6.295 eV
- LUMO: -0.0050 Ha

```
! wB97M-V def2-TZVPD RIJCOSX def2/J DEFGRID3
* xyz 0 1
Rb 0.3797 1.6324 -0.1250
Br 5.3549 0.3799 0.6280
C 4.1734 0.9156 1.9964
C 4.7449 1.3601 3.1957
C 3.9776 1.7345 4.2580
Br 4.8114 2.3047 5.8560
C 2.5649 1.6829 4.1528
C 1.6883 2.0507 5.2022
C 0.3417 1.9986 5.0218
C -0.1508 1.5790 3.7710
N 0.6137 1.2197 2.7735
C 1.9737 1.2430 2.9448
C 2.7936 0.7936 1.7984
O 2.2586 0.3562 0.7414
H 5.8244 1.3891 3.2632
H 2.1062 2.3713 6.1474
H -0.3445 2.2754 5.8105
H -1.2247 1.5486 3.6004
C -0.7420 2.6641 -4.2774
N -0.4684 1.7330 -3.2008
C 0.5442 0.7664 -3.5909
C -1.6882 1.0627 -2.7501
C -2.5675 1.9923 -1.9053
N -2.7578 1.4726 -0.5519
C -3.6342 0.3183 -0.5462
C -3.2497 2.5076 0.3376
H -1.0866 2.1505 -5.1902
H 0.1551 3.2346 -4.5187
H -1.5172 3.3702 -3.9781
H 0.2120 0.0897 -4.3942
H 0.8126 0.1478 -2.7311
H 1.4426 1.2876 -3.9239
H -1.3915 0.2198 -2.1219
H -2.2326 0.6224 -3.6016
H -3.5414 2.1908 -2.3835
H -2.0559 2.9534 -1.8153
H -4.6616 0.5830 -0.8488
H -3.6654 -0.1223 0.4518
H -3.2649 -0.4436 -1.2289
H -4.2337 2.8993 0.0298
H -2.5432 3.3392 0.3597
H -3.3488 2.1113 1.3491
C 0.3978 7.1515 -0.2356
C 0.1608 5.7029 -0.2963
N 0.0010 4.5689 -0.3401
H -0.0028 7.6271 -1.1279
H 1.4678 7.3368 -0.1757
H -0.0900 7.5660 0.6436
C 4.4992 -3.3380 -0.3779
C 3.6657 -3.7324 0.6553
C 2.3458 -3.2950 0.7006
C 1.8612 -2.4510 -0.2866
C 2.7118 -2.0309 -1.3052
C 4.0196 -2.4843 -1.3626
As 0.0958 -1.6355 -0.2198
C -0.7598 -2.5285 1.2887
C -1.2854 -1.7331 2.2969
C -1.9760 -2.3121 3.3590
C -2.1378 -3.6867 3.4107
C -1.6051 -4.4892 2.4068
C -0.9204 -3.9119 1.3495
C -0.8495 -2.5795 -1.6751
C -0.2344 -2.8087 -2.9023
C -0.9620 -3.2813 -3.9876
C -2.3235 -3.5235 -3.8627
C -2.9397 -3.3216 -2.6362
C -2.2065 -2.8624 -1.5484
H 5.5268 -3.6757 -0.4071
H 4.0400 -4.3761 1.4409
H 1.7126 -3.6013 1.5222
H 2.3819 -1.3125 -2.0487
H 4.6692 -2.1424 -2.1574
H -1.1395 -0.6593 2.2800
H -2.3796 -1.6858 4.1441
H -2.6766 -4.1402 4.2328
H -1.7268 -5.5639 2.4447
H -0.5175 -4.5365 0.5605
H 0.8309 -2.6426 -3.0329
H -0.4594 -3.4615 -4.9291
H -2.8943 -3.8784 -4.7106
H -3.9967 -3.5262 -2.5194
H -2.7070 -2.7306 -0.5969
*
```

(4)
# C3H9N

2 unconnected molecules or ions with the total composition C3H9N at a distorted geometry (wB97M-V/def2-TZVPD, the OMol25 dataset).

Calculated values
- Gap between HOMO and LUMO: 11.304 eV
- LUMO: 0.0382 Ha
- SMILES string: C=N.CC

```
! wB97M-V def2-TZVPD RIJCOSX def2/J DEFGRID3
* xyz 0 1
C -4.4197 0.0835 0.2259
N -4.6719 -0.6907 -0.7365
H -3.4838 0.0013 0.7780
H -5.1160 0.6899 0.8236
H -5.5804 -0.4338 -1.1302
C 2.7096 0.0745 0.7253
C 3.1596 0.0076 -0.7403
H 2.8495 -0.8487 1.2897
H 1.6363 0.2606 0.7159
H 3.1749 0.8310 1.3586
H 2.3654 -0.4647 -1.3132
H 3.2712 1.0115 -1.1548
H 4.1053 -0.5220 -0.8420
*
```

no.,molecular weight (g mol⁻¹),electronic energy (eV)
1,581.5,-73256.107
2,127.2,-12055.109
3,850.9,-246498.584
4,59.1,-4745.829